1.
{
  "formula": "C4H9N2O2",
  "method": "ωB97M-V/def2-TZVPD",
  "homo_energy_ha": -0.580,
  "multiplicity": 1,
  "e_above_lowest_kcal_mol": 142.4,
  "smiles": "C[N+]1(C)C[C@@H]1[N+](=O)[O-]",
  "lumo_energy_ev": -4.113,
  "charge": 1,
  "symbols": ["C", "N", "C", "C", "C", "N", "O", "O", "H", "H", "H", "H", "H", "H", "H", "H", "H"],
  "xyz": [[-0.93, 0.99, 0.08], [0.01, -0.11, 0.11], [0.64, -0.18, -1.23], [0.80, -0.47, 1.32], [-0.32, -1.36, 0.79], [0.17, -2.80, 0.25], [-0.68, -3.58, 0.34], [1.36, -2.86, 0.02], [-1.81, 0.88, -0.60], [-1.44, 1.14, 1.10], [-0.50, 2.02, -0.19], [-0.24, -0.51, -1.85], [0.93, 0.85, -1.56], [1.44, -0.85, -1.25], [0.75, 0.17, 2.21], [1.78, -0.93, 1.31], [-1.37, -1.56, 1.22]]
}



2.
{
  "formula": "C33H49BIN2O21",
  "method": "ωB97M-V/def2-TZVPD",
  "homo_energy_ha": -0.456,
  "multiplicity": 1,
  "e_above_lowest_kcal_mol": 0.0,
  "lumo_energy_ev": -4.120,
  "charge": 1,
  "symbols": ["C", "C", "O", "B", "O", "C", "C", "C", "C", "C", "O", "I", "C", "N", "N", "C", "H", "H", "H", "H", "H", "H", "H", "H", "H", "H", "H", "H", "H", "C", "C", "C", "O", "C", "O", "O", "H", "H", "H", "H", "H", "H", "C", "C", "C", "O", "C", "O", "O", "H", "H", "H", "H", "H", "H", "C", "C", "C", "O", "C", "O", "O", "H", "H", "H", "H", "H", "H", "C", "C", "C", "O", "C", "O", "O", "H", "H", "H", "H", "H", "H", "C", "C", "C", "O", "C", "O", "O", "H", "H", "H", "H", "H", "H", "C", "C", "C", "O", "C", "O", "O", "H", "H", "H", "H", "H", "H"],
  "xyz": [[-2.95, 7.21, 0.65], [-2.13, 6.13, -0.07], [-0.76, 6.15, 0.44], [-0.05, 5.10, -0.08], [0.84, 5.21, -1.08], [-0.28, 3.61, 0.50], [-1.08, 2.70, -0.20], [-1.27, 1.47, 0.38], [-2.10, 0.36, -0.21], [-3.06, 0.85, -1.29], [-3.78, 1.78, -1.16], [-3.12, -0.30, -3.12], [-0.66, 1.24, 1.62], [0.11, 2.08, 2.27], [0.26, 3.26, 1.66], [1.12, 4.22, 2.37], [-3.90, 6.81, 0.99], [-2.36, 7.52, 1.51], [-3.10, 8.07, 0.00], [-2.59, 5.16, 0.14], [-2.13, 6.28, -1.15], [1.11, 6.12, -1.24], [-1.53, 2.97, -1.14], [-1.45, -0.42, -0.60], [-2.69, -0.08, 0.59], [-0.82, 0.28, 2.11], [1.48, 3.75, 3.28], [0.53, 5.09, 2.66], [1.98, 4.48, 1.76], [-4.62, -4.24, 1.93], [-3.70, -3.05, 1.98], [-2.59, -3.05, 0.96], [-1.58, -2.25, 1.61], [-1.78, -2.37, 2.95], [-1.01, -1.96, 3.76], [-2.94, -2.99, 3.21], [-4.05, -5.16, 1.97], [-5.30, -4.23, 2.78], [-5.20, -4.23, 1.01], [-4.28, -2.12, 1.92], [-2.87, -2.60, 0.01], [-2.18, -4.05, 0.78], [-4.22, -10.98, 0.76], [-3.81, -9.62, 0.26], [-2.95, -8.82, 1.21], [-3.27, -7.46, 0.83], [-4.52, -7.48, 0.31], [-5.16, -6.50, 0.07], [-4.94, -8.74, 0.11], [-4.68, -10.90, 1.75], [-4.96, -11.42, 0.09], [-3.35, -11.64, 0.83], [-3.33, -9.71, -0.72], [-1.88, -9.00, 1.09], [-3.23, -8.96, 2.25], [3.10, -0.31, 2.41], [3.93, 0.15, 1.24], [5.29, -0.49, 1.11], [6.03, 0.53, 0.42], [5.46, 1.72, 0.73], [5.92, 2.79, 0.46], [4.29, 1.54, 1.38], [3.65, -0.23, 3.35], [2.22, 0.33, 2.51], [2.77, -1.34, 2.29], [3.36, 0.05, 0.31], [5.29, -1.41, 0.53], [5.77, -0.67, 2.07], [6.09, 4.84, -1.78], [5.44, 5.73, -2.80], [6.28, 6.90, -3.27], [5.28, 7.86, -3.64], [4.18, 7.61, -2.89], [3.23, 8.32, -2.82], [4.30, 6.43, -2.24], [6.47, 5.41, -0.93], [5.37, 4.13, -1.38], [6.91, 4.28, -2.22], [5.08, 5.15, -3.64], [6.91, 6.66, -4.13], [6.89, 7.32, -2.47], [3.18, -12.36, 1.17], [1.90, -12.12, 0.40], [1.41, -10.69, 0.40], [-0.01, -10.86, 0.24], [-0.33, -12.07, 0.76], [-1.44, -12.45, 0.95], [0.78, -12.78, 1.03], [3.11, -11.97, 2.18], [3.37, -13.43, 1.25], [4.02, -11.89, 0.66], [1.99, -12.51, -0.61], [1.82, -10.09, -0.42], [1.60, -10.18, 1.35], [-0.25, 9.32, -2.69], [-1.57, 9.50, -3.38], [-2.24, 10.84, -3.19], [-3.63, 10.50, -3.33], [-3.78, 9.20, -2.97], [-4.81, 8.65, -2.79], [-2.56, 8.61, -2.82], [-0.33, 9.57, -1.63], [0.09, 8.29, -2.75], [0.51, 9.96, -3.14], [-1.48, 9.26, -4.45], [-1.96, 11.58, -3.93], [-2.09, 11.24, -2.19]]
}



no.,total energy (eV),molecular weight (g/mol),gap between HOMO and LUMO (eV)
1,-11356.7944,117.1,11.7
2,-89768.2073,947.5,8.3